C24H72O32P8 | the ωB97M-V functional and the def2-TZVPD basis

Properties
Energy, Eh: -6096.87332
HOMO level, eV: -10.503
Maximum force, eV/Å: 2.7
SMILES: COP(=O)(OC)OC.COP(=O)(OC)OC.COP(=O)(OC)OC.COP(=O)(OC)OC.COP(=O)(OC)OC.COP(=O)(OC)OC.COP(=O)(OC)OC.COP(=O)(OC)OC
Relative energy (zero: lowest compared OMol25 entry of this formula, charge and spin), kJ/mol: 82.18
LUMO level, eV: 0.097
Frontier orbital gap, eV: 10.600

Last columns: bonded neighbours and bond lengths (Å).
Cartesian coordinates (Å):
1 C 12.037 -11.864 -5.742  O2 1.424, H9 1.094, H10 1.092, H11 1.092
2 O 11.403 -13.139 -5.752  C1 1.424, P3 1.612
3 P 12.153 -14.394 -5.073  O2 1.612, O4 1.467, O5 1.603, O7 1.593
4 O 11.319 -15.581 -4.856  P3 1.467
5 O 13.409 -14.604 -6.048  P3 1.603, C6 1.421
6 C 13.199 -14.873 -7.427  O5 1.421, H12 1.091, H13 1.093, H14 1.088
7 O 12.810 -13.808 -3.745  P3 1.593, C8 1.426
8 C 13.512 -14.704 -2.886  O7 1.426, H15 1.090, H16 1.096, H17 1.087
9 H 13.127 -11.776 -5.750  C1 1.094
10 H 11.662 -11.406 -4.824  C1 1.092
11 H 11.726 -11.312 -6.631  C1 1.092
12 H 13.094 -13.921 -7.951  C6 1.091
13 H 12.306 -15.477 -7.603  C6 1.093
14 H 14.028 -15.433 -7.855  C6 1.088
15 H 13.554 -14.312 -1.870  C8 1.090
16 H 14.566 -14.672 -3.182  C8 1.096
17 H 13.148 -15.728 -2.890  C8 1.087
18 C 5.855 -14.532 -8.175  O19 1.418, H26 1.095, H27 1.088, H28 1.089
19 O 7.235 -14.676 -8.470  C18 1.418, P20 1.582
20 P 8.062 -16.007 -8.252  O19 1.582, O21 1.463, O22 1.621, O24 1.589
21 O 7.763 -17.168 -9.092  P20 1.463
22 O 7.830 -16.209 -6.661  P20 1.621, C23 1.454
23 C 8.496 -17.334 -6.025  O22 1.454, H29 1.088, H30 1.090, H31 1.089
24 O 9.539 -15.441 -8.400  P20 1.589, C25 1.403
25 C 9.958 -14.767 -9.558  O24 1.403, H32 1.095, H33 1.092, H34 1.092
26 H 5.583 -15.197 -7.350  C18 1.095
27 H 5.207 -14.753 -9.020  C18 1.088
28 H 5.683 -13.528 -7.789  C18 1.089
29 H 8.219 -18.218 -6.594  C23 1.088
30 H 8.052 -17.345 -5.029  C23 1.090
31 H 9.560 -17.155 -5.879  C23 1.089
32 H 10.996 -14.434 -9.468  C25 1.095
33 H 9.410 -13.835 -9.718  C25 1.092
34 H 9.981 -15.378 -10.463  C25 1.092
35 C 13.608 -7.490 -5.867  O36 1.435, H43 1.092, H44 1.089, H45 1.087
36 O 12.446 -8.260 -6.209  C35 1.435, P37 1.590
37 P 11.264 -7.588 -7.034  O36 1.590, O38 1.453, O39 1.601, O41 1.610
38 O 11.504 -6.264 -7.583  P37 1.453
39 O 10.024 -7.704 -6.029  P37 1.601, C40 1.434
40 C 9.489 -8.985 -5.670  O39 1.434, H46 1.083, H47 1.096, H48 1.093
41 O 10.940 -8.751 -8.099  P37 1.610, C42 1.416
42 C 9.827 -8.786 -8.973  O41 1.416, H49 1.089, H50 1.092, H51 1.092
43 H 13.857 -6.767 -6.647  C35 1.092
44 H 14.444 -8.189 -5.901  C35 1.089
45 H 13.437 -6.972 -4.927  C35 1.087
46 H 9.860 -9.838 -6.225  C40 1.083
47 H 8.416 -8.840 -5.840  C40 1.096
48 H 9.442 -9.104 -4.585  C40 1.093
49 H 9.269 -9.710 -8.831  C42 1.089
50 H 10.146 -8.750 -10.017  C42 1.092
51 H 9.217 -7.892 -8.828  C42 1.092
52 C 4.774 -11.952 -1.332  O53 1.429, H60 1.090, H61 1.095, H62 1.089
53 O 3.818 -12.995 -1.531  C52 1.429, P54 1.601
54 P 3.815 -13.930 -2.831  O53 1.601, O55 1.465, O56 1.611, O58 1.597
55 O 2.671 -14.844 -2.888  P54 1.465
56 O 3.881 -12.839 -4.015  P54 1.611, C57 1.429
57 C 3.610 -13.348 -5.322  O56 1.429, H63 1.087, H64 1.092, H65 1.093
58 O 5.263 -14.601 -2.793  P54 1.597, C59 1.413
59 C 5.654 -15.661 -3.642  O58 1.413, H66 1.092, H67 1.093, H68 1.092
60 H 5.605 -11.994 -2.035  C52 1.090
61 H 5.191 -12.181 -0.346  C52 1.095
62 H 4.258 -10.993 -1.294  C52 1.089
63 H 3.766 -12.557 -6.050  C57 1.087
64 H 2.590 -13.715 -5.451  C57 1.092
65 H 4.257 -14.205 -5.524  C57 1.093
66 H 4.841 -16.094 -4.227  C59 1.092
67 H 6.082 -16.474 -3.051  C59 1.093
68 H 6.441 -15.351 -4.333  C59 1.092
69 C 9.140 -17.946 2.031  O70 1.431, H77 1.094, H78 1.086, H79 1.094
70 O 9.919 -17.621 0.875  C69 1.431, P71 1.613
71 P 9.485 -18.376 -0.483  O70 1.613, O72 1.469, O73 1.610, O75 1.597
72 O 9.614 -19.835 -0.601  P71 1.469
73 O 8.001 -17.807 -0.738  P71 1.610, C74 1.414
74 C 6.855 -18.624 -0.593  O73 1.414, H80 1.089, H81 1.094, H82 1.092
75 O 10.387 -17.577 -1.530  P71 1.597, C76 1.421
76 C 10.147 -17.793 -2.914  O75 1.421, H83 1.091, H84 1.092, H85 1.091
77 H 8.176 -17.435 2.096  C69 1.094
78 H 9.733 -17.660 2.895  C69 1.086
79 H 8.920 -19.018 2.008  C69 1.094
80 H 6.189 -18.540 -1.450  C74 1.089
81 H 6.290 -18.324 0.294  C74 1.094
82 H 7.058 -19.683 -0.425  C74 1.092
83 H 9.094 -17.935 -3.162  C76 1.091
84 H 10.703 -18.647 -3.307  C76 1.092
85 H 10.527 -16.916 -3.439  C76 1.091
86 C 14.384 -9.340 -2.374  O87 1.420, H94 1.093, H95 1.089, H96 1.092
87 O 13.544 -9.337 -1.228  C86 1.420, P88 1.575
88 P 12.421 -8.262 -0.981  O87 1.575, O89 1.463, O90 1.598, O92 1.593
89 O 11.488 -8.648 0.078  P88 1.463
90 O 13.285 -6.949 -0.688  P88 1.598, C91 1.423
91 C 12.864 -5.913 0.192  O90 1.423, H97 1.092, H98 1.090, H99 1.090
92 O 11.781 -7.944 -2.405  P88 1.593, C93 1.426
93 C 11.054 -6.724 -2.537  O92 1.426, H100 1.094, H101 1.089, H102 1.087
94 H 14.424 -10.378 -2.714  C86 1.093
95 H 15.387 -8.988 -2.139  C86 1.089
96 H 14.035 -8.783 -3.246  C86 1.092
97 H 12.854 -4.973 -0.363  C91 1.092
98 H 13.611 -5.835 0.982  C91 1.090
99 H 11.879 -6.030 0.644  C91 1.090
100 H 10.738 -6.317 -1.572  C93 1.094
101 H 10.083 -6.898 -2.998  C93 1.089
102 H 11.627 -5.979 -3.083  C93 1.087
103 C 8.544 -6.152 2.237  O104 1.432, H111 1.090, H112 1.090, H113 1.088
104 O 8.704 -6.094 0.815  C103 1.432, P105 1.607
105 P 7.364 -6.229 -0.062  O104 1.607, O106 1.471, O107 1.582, O109 1.619
106 O 6.287 -5.258 0.182  P105 1.471
107 O 7.981 -6.219 -1.519  P105 1.582, C108 1.437
108 C 6.993 -6.194 -2.563  O107 1.437, H114 1.090, H115 1.098, H116 1.086
109 O 6.932 -7.766 0.206  P105 1.619, C110 1.439
110 C 7.750 -8.844 -0.284  O109 1.439, H117 1.087, H118 1.092, H119 1.092
111 H 8.731 -7.158 2.612  C103 1.090
112 H 7.535 -5.826 2.490  C103 1.090
113 H 9.281 -5.503 2.706  C103 1.088
114 H 7.043 -7.080 -3.196  C108 1.090
115 H 7.358 -5.429 -3.261  C108 1.098
116 H 5.987 -5.851 -2.340  C108 1.086
117 H 8.092 -9.427 0.568  C110 1.087
118 H 8.602 -8.620 -0.927  C110 1.092
119 H 7.074 -9.405 -0.933  C110 1.092
120 C 8.451 -13.452 -4.951  O121 1.429, H128 1.090, H129 1.092, H130 1.087
121 O 8.396 -13.610 -3.532  C120 1.429, P122 1.604
122 P 8.735 -12.388 -2.549  O121 1.604, O123 1.474, O124 1.602, O126 1.593
123 O 8.033 -11.118 -2.809  P122 1.474
124 O 8.525 -13.033 -1.098  P122 1.602, C125 1.424
125 C 8.551 -14.446 -0.922  O124 1.424, H131 1.092, H132 1.090, H133 1.088
126 O 10.326 -12.302 -2.558  P122 1.593, C127 1.425
127 C 11.001 -11.129 -2.113  O126 1.425, H134 1.093, H135 1.090, H136 1.090
128 H 8.815 -12.497 -5.331  C120 1.090
129 H 7.428 -13.608 -5.299  C120 1.092
130 H 9.073 -14.241 -5.367  C120 1.087
131 H 7.539 -14.833 -0.791  C125 1.092
132 H 9.037 -14.660 0.031  C125 1.090
133 H 9.028 -15.045 -1.694  C125 1.088
134 H 10.411 -10.604 -1.358  C127 1.093
135 H 11.222 -10.475 -2.957  C127 1.090
136 H 11.902 -11.463 -1.598  C127 1.090